(1)
10
Properties=species:S:1:pos:R:3:forces:R:3 method="wB97M-V/def2-TZVPD" e_above_lowest_kcal_mol=144.3 orbital_gap_ha="0.3193 / 0.3191" e_tot_ha=-743.8050 fmax_ev_per_a=4.284
C -1.553272 1.539948 -0.283502 1.74 1.63 -3.20
C 0.726162 -1.720324 0.667052 3.78 1.70 1.09
N 0.886991 0.046330 -0.978568 1.06 0.73 0.02
O -1.945933 0.640781 0.351780 -1.27 -1.80 1.79
O 0.467723 -0.966190 -0.308591 -0.99 -0.63 -0.16
Cl 2.375501 0.717454 -0.260264 -0.29 -0.44 0.01
H -2.033450 1.783230 -1.331851 0.59 0.10 1.64
H -0.552321 2.030057 -0.042656 -1.12 0.11 -0.15
H -0.037300 -2.364038 0.849066 -1.97 -1.93 0.48
H 1.665899 -1.707250 1.337537 -1.53 0.54 -1.51

(2)
24
Properties=species:S:1:pos:R:3:forces:R:3 method="wB97M-V/def2-TZVPD" charge=+1 e_above_lowest_kcal_mol=117.0 orbital_gap_ha=0.3068 e_tot_ha=-405.6665 fmax_ev_per_a=5.536
C 1.314627 2.212169 0.018833 -0.43 1.04 2.12
C 1.906013 1.202548 -0.493986 1.23 -1.17 -1.33
C 2.522633 0.278698 -1.209733 -0.27 1.69 0.58
C 2.194649 -1.069142 -1.409585 -1.73 -3.76 1.04
C 1.366414 -1.966207 -0.781267 1.11 1.23 -1.17
C 0.353676 -1.496681 0.057913 -2.31 1.52 -0.17
C -0.346071 -0.430873 -0.372921 0.75 -0.37 2.26
N -1.255751 0.278691 0.597603 -0.35 0.81 -1.70
C -1.428158 -0.362774 1.905209 2.60 0.95 2.84
C -2.500772 0.448820 -0.103774 -3.67 3.84 -1.58
H 1.369775 2.443446 1.106096 0.13 -0.17 -0.80
H 0.758590 2.900774 -0.574679 -0.37 0.47 -0.51
H 3.436785 0.495955 -1.730367 0.43 0.75 0.23
H 2.821919 -1.586520 -2.057309 1.31 -0.48 -1.30
H 1.332503 -3.025038 -0.933235 0.76 -0.42 -0.49
H 0.018864 -2.033238 0.925104 0.23 -0.18 0.32
H -0.180207 0.150748 -1.270549 -0.18 -0.30 0.04
H -0.921591 1.259142 0.585457 0.59 -0.61 1.06
H -1.658390 0.249670 2.853657 -0.92 -0.15 -2.23
H -2.011710 -1.264892 1.811932 -0.03 -0.11 0.04
H -0.372455 -0.513350 2.238756 -0.73 -0.90 -0.42
H -2.556263 1.348930 -0.822935 1.09 -0.69 1.30
H -2.776145 -0.226469 -0.847314 -0.04 -2.33 -0.42
H -3.388936 0.705593 0.507090 0.79 -0.64 0.29

(3)
10
Properties=species:S:1:pos:R:3:forces:R:3 method="wB97M-V/def2-TZVPD" e_above_lowest_kcal_mol=29.2 orbital_gap_ha=0.3354 smiles="CC/N=N/I" e_tot_ha=-486.3107 fmax_ev_per_a=7.163
C -1.192090 0.580720 -0.248664 -1.42 0.00 -0.33
C -0.323876 -0.532974 0.239786 1.31 -2.40 1.01
N 1.045972 -0.130528 0.666221 4.14 -0.11 -4.45
N 1.926608 -0.452015 -0.305005 -6.15 0.61 3.61
I 3.764974 0.209674 -0.132704 1.51 0.55 0.59
H -1.189258 0.924178 -1.288957 0.88 -0.42 0.09
H -2.267746 0.345140 -0.099771 0.67 -0.03 0.27
H -0.940816 1.395244 0.382794 -0.11 1.18 0.49
H -0.109139 -1.380950 -0.421437 -0.79 0.18 -0.29
H -0.714630 -0.958489 1.207734 -0.04 0.45 -1.00

(4)
80
Properties=species:S:1:pos:R:3:forces:R:3 method="wB97M-V/def2-TZVPD" orbital_gap_ha="0.3002 / 0.2372" multiplicity=6 e_tot_ha=-4098.6692 fmax_ev_per_a=3.211 s2=8.77
Fe 0.739092 -0.389603 1.776461 1.27 0.40 -1.57
O -1.333716 2.174406 -0.191309 0.51 -0.52 0.23
C -1.513390 0.993759 0.044603 -0.89 -1.01 1.20
O -0.970530 0.265974 1.009723 0.62 0.28 -0.42
C -2.621249 0.183026 -0.644959 -0.11 0.62 -0.17
P -2.379735 0.431581 -2.464574 -0.50 0.29 -0.64
C -3.544151 1.758622 -2.940221 0.10 0.59 0.21
C -3.215417 3.057441 -2.546265 -1.76 0.78 -1.93
C -3.957730 4.172137 -3.024914 0.53 -1.58 0.00
C -5.064325 3.941481 -3.847024 0.30 0.41 0.82
C -5.365746 2.640412 -4.248264 -0.64 0.36 0.51
C -4.632812 1.566076 -3.784603 -0.08 -1.97 -0.40
C -3.281474 -1.005967 -3.118845 0.70 -0.79 -0.79
C -4.039274 -1.750275 -2.241811 -0.92 1.67 2.21
C -4.299842 -3.063501 -2.381939 -0.70 -2.64 0.09
C -3.890475 -3.704643 -3.554685 0.38 -0.45 -0.07
C -3.269434 -2.981762 -4.556615 0.08 0.82 0.42
C -2.943397 -1.643665 -4.325286 0.70 0.50 -0.69
H -3.612162 0.471547 -0.200124 0.84 -0.12 -0.57
H -2.472804 -0.887186 -0.502797 0.13 0.17 0.33
H -2.359191 3.170202 -1.974416 1.42 0.51 1.14
H -3.622886 5.184166 -2.836258 -0.16 -0.04 0.35
H -5.706244 4.815276 -4.000148 0.11 -0.54 -0.66
H -6.265687 2.442662 -4.804241 -0.12 0.05 -0.33
H -4.903347 0.483779 -4.068583 0.30 1.97 0.29
H -4.422604 -1.283433 -1.299596 0.52 -0.36 -0.96
H -4.760193 -3.622199 -1.518650 0.39 0.56 -1.23
H -3.888585 -4.776123 -3.711696 -0.56 -0.08 0.35
H -2.915541 -3.454534 -5.462567 -0.13 -0.08 -0.01
H -2.329389 -1.149667 -5.118754 -0.53 -0.16 0.96
C 3.318905 3.190980 -0.105241 0.17 -1.34 0.71
Si 2.838163 2.154457 1.401738 -1.39 0.15 0.27
C 4.040203 1.495495 2.645848 0.88 -0.34 -0.41
C 1.554548 3.080423 2.443589 0.09 0.08 -0.46
N 2.054521 0.685410 0.708387 -0.61 0.10 1.12
C 2.581242 0.249768 -0.503266 -0.13 -0.86 -2.22
C 3.934759 -0.041976 -0.706856 0.57 0.11 -1.99
C 4.407697 -0.533375 -1.981030 -0.94 -0.02 1.74
C 3.528612 -0.761764 -3.013559 0.42 -0.21 -1.02
C 2.215673 -0.380761 -2.890646 -0.56 1.16 1.60
C 1.750959 0.135584 -1.674513 -1.18 -0.35 1.35
H 3.516749 4.223070 0.163611 0.20 0.05 -0.32
H 2.491224 3.065694 -0.796835 -0.39 0.42 0.00
H 4.122562 2.644589 -0.608377 0.35 0.65 0.07
H 4.785489 2.239943 2.919694 -0.04 0.08 0.41
H 4.593134 0.659614 2.234351 0.33 -0.14 -0.37
H 3.579585 1.016337 3.510235 -0.30 0.53 0.17
H 1.768451 4.121848 2.648864 0.69 0.25 0.17
H 1.323600 2.611982 3.384616 0.16 -0.33 0.51
H 0.619803 3.187249 1.938022 -0.85 -0.28 -0.75
H 4.646216 0.326745 0.004418 0.43 -0.51 0.54
H 5.418395 -0.840729 -2.154503 0.60 0.23 0.37
H 3.844360 -1.169041 -3.993070 0.09 0.25 0.81
H 1.599788 -0.346691 -3.752955 -0.75 -0.28 -0.50
H 0.671420 0.416201 -1.486550 1.29 -0.25 -0.71
N -2.477781 0.019805 6.908340 -0.13 1.19 -1.13
C -1.552593 0.108631 5.908961 1.30 -1.17 -0.62
C -0.441594 -0.819955 5.803363 -0.51 0.26 0.13
C 0.348009 -0.809440 4.662395 -1.54 0.72 0.92
N 0.024994 0.005822 3.643321 1.42 -0.12 -1.00
C -0.913246 0.935744 3.722965 -0.64 -0.59 2.20
C -1.679747 1.045284 4.873230 0.14 -0.07 -0.40
H -2.194428 -0.417365 7.761639 -0.33 0.09 0.37
H -3.182558 0.773631 6.856699 0.65 -0.99 0.79
H -0.271438 -1.584401 6.578459 -0.05 0.58 -0.36
H 1.208535 -1.431239 4.502162 0.07 -0.39 0.04
H -1.072714 1.554085 2.878861 -0.08 0.47 -0.62
H -2.412927 1.829361 4.904079 -0.35 0.13 0.16
F 5.252109 -4.190518 -1.384887 0.24 -0.02 1.20
C 4.481544 -3.899028 -0.310016 -0.92 0.07 0.05
C 4.895526 -3.295915 0.911072 0.86 -0.64 -2.21
F 6.203214 -3.177539 1.212717 -0.57 0.17 -0.25
C 3.940171 -2.699287 1.678227 0.35 1.27 2.30
F 4.342421 -1.893768 2.733960 -0.15 -0.89 -1.03
C 2.572128 -2.815409 1.497489 -0.50 0.93 -0.32
O 1.706527 -2.087862 2.177728 -0.83 0.29 0.17
C 2.222105 -3.639737 0.449731 -2.82 -1.47 -0.47
F 0.904179 -4.090973 0.262439 1.58 1.29 0.43
C 3.102879 -4.118757 -0.468837 1.31 -0.37 -0.98
F 2.630866 -4.772214 -1.561713 0.55 0.47 0.84

(5)
11
Properties=species:S:1:pos:R:3:forces:R:3 method="wB97M-V/def2-TZVPD" e_above_lowest_kcal_mol=98.2 orbital_gap_ha=0.2609 e_tot_ha=-753.6963 fmax_ev_per_a=3.240
C 2.039287 0.722434 -0.148089 0.54 -0.93 0.21
C -1.066842 0.451324 -1.086902 1.10 -0.74 2.88
C -0.094736 -0.835453 0.318751 1.49 0.18 2.87
N 1.505680 1.740964 -0.293253 -0.47 1.08 -0.04
N -0.391035 -0.660163 -0.928878 -1.30 0.08 -1.37
N -0.525892 0.138288 1.230291 -0.64 -0.24 -1.36
O 0.504958 -1.949521 0.718828 -0.99 2.07 1.25
S -1.351102 1.315527 0.328119 0.35 -0.29 -0.34
H -1.152208 0.891579 -1.993105 -1.01 1.10 -2.82
H 0.030746 0.671673 1.907929 0.45 -1.20 -0.08
H 0.501145 -2.486655 -0.053695 0.48 -1.10 -1.22

(6)
24
Properties=species:S:1:pos:R:3:forces:R:3 method="wB97M-V/def2-TZVPD" e_above_lowest_kcal_mol=87.3 orbital_gap_ha="0.2597 / 0.2688" e_tot_ha=-1723.4961 fmax_ev_per_a=4.317
C -2.500606 1.481727 -1.735839 1.68 1.68 -1.65
C -2.100983 -0.326227 2.441778 1.51 -2.72 3.00
C -2.692940 0.429689 -0.941109 -2.12 1.32 0.35
C 2.606868 -0.153277 -0.201876 1.47 -3.43 -2.17
C -1.146016 -1.214046 2.655611 0.64 -0.14 -1.68
C 1.577249 -1.013239 -0.226889 -0.30 1.73 1.40
C 3.966137 -0.468702 -0.819577 -1.91 -3.40 0.60
C -1.958097 -0.761864 -1.172074 2.12 1.31 0.38
O 0.447757 0.988156 1.383794 -0.19 -0.68 -0.94
O -0.198225 -1.547427 1.629356 -0.81 0.78 1.07
P 0.152542 -0.277418 0.646424 -0.57 -0.73 -0.13
Cl 1.435758 -2.653225 -0.717752 0.40 0.31 -0.24
Cl -2.698043 -2.130495 -0.530621 0.19 -1.20 -0.19
H -3.152776 2.354192 -1.775208 0.15 -0.24 0.46
H -1.577128 1.618199 -2.435347 -1.79 -0.74 1.16
H -2.698505 -0.216839 3.304647 -1.15 0.82 0.24
H -2.130612 0.052362 1.511777 -0.93 1.97 -2.64
H -3.581175 0.541399 -0.192499 1.79 -0.83 -1.39
H 2.496355 0.821668 0.151932 -0.50 1.28 0.74
H -1.008820 -1.773866 3.554921 0.30 -0.26 0.28
H 4.718965 -0.033069 -0.313522 2.49 1.65 2.11
H 4.308387 -1.548782 -0.961347 -1.15 1.13 0.48
H 4.028568 -0.068065 -1.755579 -0.11 1.24 -2.79
H -1.266596 -0.717415 -2.086363 -1.20 -0.85 1.56

Copy entry 2 word for word.
24
Properties=species:S:1:pos:R:3:forces:R:3 method="wB97M-V/def2-TZVPD" charge=+1 e_above_lowest_kcal_mol=117.0 orbital_gap_ha=0.3068 e_tot_ha=-405.6665 fmax_ev_per_a=5.536
C 1.314627 2.212169 0.018833 -0.43 1.04 2.12
C 1.906013 1.202548 -0.493986 1.23 -1.17 -1.33
C 2.522633 0.278698 -1.209733 -0.27 1.69 0.58
C 2.194649 -1.069142 -1.409585 -1.73 -3.76 1.04
C 1.366414 -1.966207 -0.781267 1.11 1.23 -1.17
C 0.353676 -1.496681 0.057913 -2.31 1.52 -0.17
C -0.346071 -0.430873 -0.372921 0.75 -0.37 2.26
N -1.255751 0.278691 0.597603 -0.35 0.81 -1.70
C -1.428158 -0.362774 1.905209 2.60 0.95 2.84
C -2.500772 0.448820 -0.103774 -3.67 3.84 -1.58
H 1.369775 2.443446 1.106096 0.13 -0.17 -0.80
H 0.758590 2.900774 -0.574679 -0.37 0.47 -0.51
H 3.436785 0.495955 -1.730367 0.43 0.75 0.23
H 2.821919 -1.586520 -2.057309 1.31 -0.48 -1.30
H 1.332503 -3.025038 -0.933235 0.76 -0.42 -0.49
H 0.018864 -2.033238 0.925104 0.23 -0.18 0.32
H -0.180207 0.150748 -1.270549 -0.18 -0.30 0.04
H -0.921591 1.259142 0.585457 0.59 -0.61 1.06
H -1.658390 0.249670 2.853657 -0.92 -0.15 -2.23
H -2.011710 -1.264892 1.811932 -0.03 -0.11 0.04
H -0.372455 -0.513350 2.238756 -0.73 -0.90 -0.42
H -2.556263 1.348930 -0.822935 1.09 -0.69 1.30
H -2.776145 -0.226469 -0.847314 -0.04 -2.33 -0.42
H -3.388936 0.705593 0.507090 0.79 -0.64 0.29